The following is a DFT calculation (ωB97M-V/def2-TZVPD) of a cluster of 5 separate species, C24H56N2O20P4S in total at a distorted geometry.

Last column: Mulliken charge in e.
Geometry (Å):
S 1.995 -1.939 1.606  0.728
P -3.096 -6.304 6.150  1.024
P 2.332 1.081 -4.094  1.013
P -4.465 6.418 3.789  0.958
P 7.710 0.086 -9.011  1.038
O 6.572 0.823 -8.118  -0.245
O 2.567 -0.561 0.956  -0.268
O 9.175 -0.651 -9.066  -0.337
O -2.344 -6.196 7.604  -0.327
O 3.004 -2.945 1.421  -0.598
O 2.467 1.950 -5.485  -0.237
O 1.506 -0.011 -3.228  -0.356
O -4.206 -7.260 6.420  -0.651
O 3.408 0.001 -4.620  -0.361
O 8.340 1.480 -9.531  -0.354
O -3.662 6.807 4.980  -0.640
O -1.803 -7.000 5.479  -0.291
O -5.940 7.058 4.117  -0.327
O -3.536 -5.576 4.767  -0.213
O -4.262 7.413 2.532  -0.343
O -3.601 5.225 3.106  -0.169
O -3.795 0.585 3.421  -0.519
O 6.935 -0.634 -10.058  -0.633
O 2.862 2.026 -3.070  -0.645
O 0.814 -2.369 0.523  -0.187
N -3.317 -2.177 3.141  0.016
N 1.428 0.612 2.766  -0.248
C -2.099 -2.890 2.808  -0.859
C -1.378 -8.276 5.956  -0.683
C -3.900 0.519 2.052  -0.260
C -4.125 -0.658 1.339  0.743
C -3.133 -5.760 8.728  -0.707
C 1.891 0.632 1.385  -0.532
C -3.756 1.705 1.344  -0.183
C -4.215 -0.656 -0.048  -0.552
C -4.070 0.539 -0.736  -0.735
C 0.308 1.566 2.934  -0.935
C -4.249 -2.021 2.037  -1.252
C -4.195 8.817 2.765  -0.649
C -0.149 -3.180 1.210  -1.290
C 1.791 3.218 -5.539  -0.746
C -3.641 -6.373 3.591  -0.659
C 2.260 -0.829 -2.327  -0.325
C 4.748 0.421 -4.865  -0.535
C 5.774 1.818 -8.754  -0.477
C 8.915 1.534 -10.834  -0.649
C -1.324 -2.291 1.654  1.068
C -3.827 1.703 -0.035  -0.560
C -2.309 5.544 2.603  -0.319
C -6.589 6.636 5.331  -0.700
C 9.209 -2.073 -8.840  -0.692
H -1.937 -2.153 0.762  0.038
H -6.190 7.200 6.172  0.282
H 0.807 3.165 -5.077  0.332
H -3.766 -2.586 3.945  0.267
H 8.477 0.786 -11.496  0.340
H -3.500 9.241 2.043  0.250
H -2.394 6.016 1.626  0.273
H -0.590 -8.151 6.698  0.237
H 3.005 -0.250 -1.784  0.332
H -6.458 5.570 5.502  0.313
H -3.803 -4.949 8.452  0.312
H -4.154 0.522 -1.814  0.401
H 5.413 -0.403 -4.611  0.282
H -2.206 -8.836 6.390  0.345
H -0.942 -1.298 1.899  -0.367
H 8.944 -2.594 -9.758  0.282
H 0.255 -3.684 2.091  0.514
H -4.130 -7.323 3.800  0.348
H -7.652 6.847 5.230  0.245
H 2.394 3.975 -5.041  0.294
H -4.391 -1.592 -0.560  0.408
H -3.562 2.621 1.886  0.782
H -0.979 -8.831 5.109  0.242
H -3.839 9.038 3.772  0.342
H 5.016 1.287 -4.259  0.344
H 6.317 2.761 -8.812  0.255
H -3.690 2.621 -0.591  0.431
H 9.993 1.382 -10.772  0.230
H 1.555 -1.255 -1.617  -0.027
H 1.672 3.487 -6.587  0.244
H 10.224 -2.340 -8.557  0.243
H 8.722 2.525 -11.242  0.247
H 8.534 -2.364 -8.039  0.316
H -2.653 -6.543 3.165  0.259
H -1.751 6.190 3.279  0.358
H 0.398 2.038 3.909  0.398
H -0.649 1.044 2.902  0.199
H 2.610 1.446 1.269  0.442
H 5.466 1.501 -9.749  0.315
H -4.171 -2.809 1.279  0.315
H 0.293 2.346 2.165  0.309
H -3.704 -6.600 9.119  0.284
H -4.666 0.571 3.825  0.295
H -2.449 -5.404 9.495  0.247
H 1.077 0.852 0.693  0.349
H -5.176 9.267 2.617  0.227
H -2.245 -3.975 2.668  0.073
H 2.741 -1.643 -2.867  0.301
H -1.768 4.606 2.486  -0.092
H -1.451 -2.810 3.688  0.423
H 2.178 1.034 3.297  0.259
H -4.236 -5.814 2.870  0.233
H 4.875 0.659 -5.921  0.105
H -0.524 -3.884 0.473  0.313
H -5.260 -2.053 2.455  0.544
H 4.892 1.959 -8.132  0.124

Kohn-Sham gap ... 8.13 eV
Highest occupied orbital energy ... -8.7 eV
Calculated total energy ... -4325.97998 a.u.